Record 1
Entry from the Open Molecules 2025 dataset: C46H35Br2N6OS3Sn as an isolated structure (wB97M-V/def2-TZVPD).

```
! RIJCOSX wB97M-V def2-TZVPD def2/J DEFGRID3
* xyz 3 1
Sn -0.72 3.48 0.93
N -0.34 0.26 1.11
S -0.73 -1.18 1.52
N 0.37 -2.32 1.22
S 0.55 -2.81 -0.26
N 0.23 -1.75 -1.36
S 0.61 -0.19 -1.20
N -0.36 0.63 -0.29
C 0.38 0.44 -2.80
C 0.30 -0.43 -3.88
C 0.16 0.11 -5.15
C 0.12 1.48 -5.32
C 0.21 2.34 -4.23
C 0.36 1.83 -2.95
C 2.32 -0.10 -0.79
C 2.71 0.52 0.39
C 4.07 0.59 0.67
C 4.99 0.06 -0.21
C 4.58 -0.55 -1.39
C 3.23 -0.64 -1.69
C -0.48 -4.16 -0.68
C -0.35 -5.29 0.11
C -1.17 -6.38 -0.15
C -2.10 -6.31 -1.18
C -2.22 -5.16 -1.96
C -1.40 -4.07 -1.72
C 2.19 -3.41 -0.30
C 2.56 -4.08 -1.47
C 3.87 -4.52 -1.58
C 4.77 -4.30 -0.54
C 4.37 -3.64 0.61
C 3.07 -3.18 0.75
C -0.77 -1.13 3.26
C -1.45 -0.06 3.84
C -1.55 -0.02 5.22
C -0.99 -1.04 5.99
C -0.32 -2.10 5.39
C -0.21 -2.16 4.01
C -2.30 -1.79 0.97
C -3.00 -1.08 0.00
C -4.23 -1.59 -0.41
C -4.73 -2.75 0.15
C -4.01 -3.44 1.12
C -2.79 -2.96 1.54
H 0.31 -1.50 -3.74
H 0.09 -0.55 -6.01
H 0.02 1.90 -6.32
H 0.18 3.41 -4.37
H 0.46 2.50 -2.11
H 1.98 0.93 1.07
H 4.40 1.07 1.58
H 6.05 0.13 0.02
H 5.31 -0.95 -2.08
H 2.91 -1.09 -2.62
H 0.39 -5.34 0.90
H -1.08 -7.28 0.44
H -2.74 -7.16 -1.38
H -2.94 -5.13 -2.76
H -1.48 -3.17 -2.31
H 1.85 -4.26 -2.27
H 4.18 -5.05 -2.47
H 5.78 -4.66 -0.63
H 5.08 -3.48 1.42
H 2.75 -2.66 1.64
H -1.88 0.72 3.23
H -2.06 0.80 5.70
H -1.07 -1.00 7.07
H 0.11 -2.88 6.00
H 0.32 -2.97 3.53
H -2.60 -0.17 -0.43
H -4.80 -1.06 -1.16
H -5.69 -3.13 -0.17
H -4.41 -4.34 1.56
H -2.23 -3.48 2.31
Br 2.37 5.24 -2.74
C 1.21 6.22 -1.63
C 1.20 7.63 -1.75
C 0.41 8.39 -0.94
Br 0.42 10.25 -1.13
C -0.39 7.77 0.06
C -1.22 8.45 0.98
C -1.93 7.75 1.92
C -1.83 6.36 1.95
N -1.08 5.69 1.10
C -0.36 6.37 0.15
C 0.44 5.57 -0.71
O 0.40 4.24 -0.54
H 1.82 8.10 -2.50
H -1.27 9.53 0.93
H -2.56 8.26 2.64
H -2.37 5.79 2.70
N -4.79 3.70 2.21
C -3.72 3.58 1.79
H -5.72 3.83 2.57
*
```

Properties
energy above the lowest of the compared OMol25 structures with the same formula, charge and spin = 0.748 eV
LUMO energy = -0.2863 hartree
molar mass = 1062.55 g/mol
Kohn-Sham gap = 0.2450 Ha
E_HOMO = -14.458 eV
calculated total energy = -237649.6808 eV

Mulliken atomic charge list, values in e, 4 entries:
1 Sn 1.155
2 N -0.059
3 S 0.755
4 N 0.048

***

Record 2
Entry from the Open Molecules 2025 dataset: a 2-piece molecular cluster, C3H4N4O overall at a distorted geometry (wB97M-V/def2-TZVPD).

```
! RIJCOSX wB97M-V def2-TZVPD def2/J DEFGRID3
* xyz 0 1
C 0.53 -0.34 0.04
C -1.20 1.36 0.12
C -2.15 0.31 0.02
H 3.61 0.30 0.92
H -1.58 2.48 0.00
H -3.23 0.56 0.14
H -0.54 -2.31 -0.18
N 1.79 -0.66 -0.01
N 0.15 1.10 -0.12
N -1.79 -0.93 -0.13
N -0.50 -1.31 0.13
O 2.64 0.44 -0.13
*
```

Properties
energy above the lowest of the compared OMol25 structures with the same formula, charge and spin = 7.026 eV
LUMO energy = -0.0286 hartree
molar mass = 112.09 g/mol
Kohn-Sham gap = 0.2805 Ha
E_HOMO = -8.409 eV
calculated total energy = -11176.9427 eV

Mulliken atomic charge list, values in e, 4 entries:
1 C 0.557
2 C 0.002
3 C -0.079
4 H 0.335

***

Record 3
Entry from the Open Molecules 2025 dataset: C40H33AsAuN3O4PS as an isolated structure at a distorted geometry (wB97M-V/def2-TZVPD).

```
! RIJCOSX wB97M-V def2-TZVPD def2/J DEFGRID3
* xyz -1 1
Au 1.38 -0.97 0.94
O -5.21 -1.12 5.51
C -4.58 -1.63 4.57
O -5.09 -2.33 3.68
C -3.07 -1.53 4.46
C -2.23 -0.81 5.32
C -0.90 -0.59 4.94
N -0.29 -1.20 3.91
C -1.04 -2.15 3.35
C -2.42 -2.25 3.47
C -0.36 -3.19 2.47
O -0.77 -4.34 2.72
O 0.56 -2.95 1.58
H -2.59 -0.35 6.23
H -0.27 0.12 5.51
H -2.91 -3.01 2.80
C 0.05 1.15 -1.63
C -1.00 2.18 -2.00
As -1.25 2.70 -3.91
C -1.29 0.95 -4.81
C -2.15 -0.06 -4.34
C -2.14 -1.31 -4.91
C -1.32 -1.57 -6.00
C -0.59 -0.55 -6.56
C -0.55 0.69 -5.96
C 0.63 3.27 -4.25
C 0.95 4.57 -4.65
C 2.22 4.84 -5.16
C 3.19 3.91 -5.05
C 2.94 2.64 -4.50
C 1.61 2.25 -4.24
P -0.09 0.60 0.13
C -1.79 -0.05 0.18
C -2.61 0.14 1.30
C -3.95 -0.25 1.28
C -4.48 -0.87 0.16
C -3.67 -1.11 -0.97
C -2.33 -0.72 -0.94
C 0.12 2.09 1.10
C -0.88 3.04 1.33
C -0.63 4.21 2.06
C 0.67 4.48 2.47
C 1.72 3.56 2.24
C 1.46 2.43 1.50
H 1.04 1.63 -1.76
H -0.02 0.25 -2.24
H -0.83 3.15 -1.46
H -2.01 1.80 -1.72
H -2.80 0.14 -3.50
H -2.72 -2.11 -4.48
H -1.20 -2.58 -6.43
H -0.02 -0.73 -7.48
H 0.00 1.48 -6.43
H 0.23 5.37 -4.61
H 2.40 5.83 -5.54
H 4.20 4.08 -5.34
H 3.78 1.97 -4.45
H 1.34 1.22 -4.06
H -2.24 0.66 2.15
H -4.58 -0.11 2.16
H -5.51 -1.09 0.02
H -4.06 -1.58 -1.89
H -1.69 -0.83 -1.85
H -1.90 2.92 0.96
H -1.47 4.88 2.21
H 0.91 5.40 2.98
H 2.70 3.69 2.66
H 2.27 1.78 1.16
N 3.33 0.15 3.52
C 3.33 -1.15 3.34
N 3.14 -1.74 2.18
C 3.40 -3.09 2.22
C 3.46 -3.97 1.14
C 3.67 -5.30 1.34
C 3.91 -5.80 2.63
C 4.06 -4.93 3.73
C 3.72 -3.57 3.53
S 3.67 -2.25 4.67
H 2.84 0.65 2.76
H 3.38 0.52 4.47
H 3.27 -3.59 0.11
H 3.60 -5.99 0.52
H 3.93 -6.89 2.80
H 4.41 -5.25 4.69
*
```

Properties
LUMO energy = 0.0693 hartree
molar mass = 954.65 g/mol
Kohn-Sham gap = 0.2331 Ha
E_HOMO = -4.460 eV
calculated total energy = -139332.5699 eV

Mulliken atomic charge list, values in e, 4 entries:
1 Au 0.763
2 O -0.777
3 C 0.302
4 O -0.700

***

Record 4
Entry from the Open Molecules 2025 dataset: C4H11NS2 as an isolated structure at a distorted geometry (wB97M-V/def2-TZVPD).

```
! RIJCOSX wB97M-V def2-TZVPD def2/J DEFGRID3
* xyz 0 1
C -1.77 2.61 -0.19
C 0.92 0.01 -1.14
C -1.03 -1.87 0.51
C 1.18 -2.36 2.07
H -2.57 2.02 -0.62
H -1.68 2.39 0.88
H -1.99 3.67 -0.32
H 1.72 0.46 -1.73
H 1.01 -1.06 -0.93
H -1.27 -2.94 0.54
H -1.50 -1.37 1.37
H -1.44 -1.45 -0.41
H 0.68 -1.85 2.90
H 0.91 -3.42 2.08
H 2.26 -2.27 2.21
N -0.09 0.63 -0.69
S -0.21 2.29 -1.04
S 0.75 -1.60 0.49
*
```

Properties
energy above the lowest of the compared OMol25 structures with the same formula, charge and spin = 4.036 eV
LUMO energy = 0.0340 hartree
molar mass = 137.27 g/mol
Kohn-Sham gap = 0.3226 Ha
E_HOMO = -7.853 eV
calculated total energy = -27483.2295 eV

Mulliken atomic charge list, values in e, 4 entries:
1 C -0.800
2 C -0.221
3 C -0.962
4 C -1.021

***

Record 5
Entry from the Open Molecules 2025 dataset: C25H14BrCl2ErN4O4 as an isolated structure at a distorted geometry (wB97M-V/def2-TZVPD).

```
! RIJCOSX wB97M-V def2-TZVPD def2/J DEFGRID3
* xyz 0 4
Er -0.10 -0.51 -0.15
Cl -3.59 5.67 -0.12
C -2.32 4.51 -0.06
C -2.61 3.17 -0.27
C -1.61 2.20 -0.23
N -1.84 0.83 -0.43
C -3.08 0.31 -0.43
O -4.18 0.86 -0.35
C -3.06 -1.21 -0.51
C -4.21 -1.89 -0.10
C -4.25 -3.27 -0.18
C -3.14 -3.93 -0.70
C -2.04 -3.18 -1.09
N -1.98 -1.85 -0.98
C -0.27 2.60 0.02
C 0.00 3.95 0.24
C -1.01 4.90 0.19
Cl -0.63 6.56 0.46
N 0.72 1.60 0.01
C 2.02 1.87 0.24
O 2.56 2.92 0.56
C 2.90 0.64 0.04
C 4.27 0.80 0.20
C 5.11 -0.29 0.00
C 4.54 -1.50 -0.38
C 3.17 -1.56 -0.57
N 2.35 -0.53 -0.36
H -3.63 2.87 -0.45
H -5.05 -1.30 0.25
H -5.12 -3.82 0.15
H -3.14 -5.00 -0.80
H -1.16 -3.66 -1.51
H 1.00 4.27 0.44
H 4.64 1.78 0.46
H 6.18 -0.20 0.13
H 5.16 -2.37 -0.55
H 2.71 -2.48 -0.89
Br -0.72 -0.14 2.62
C 0.87 -0.90 3.46
C 1.29 -0.29 4.64
C 2.41 -0.77 5.29
C 3.10 -1.86 4.78
C 2.67 -2.45 3.61
C 1.56 -1.97 2.92
C 1.25 -2.63 1.58
O 2.01 -3.49 1.16
O 0.20 -2.23 0.97
H 0.73 0.55 5.02
H 2.74 -0.28 6.20
H 3.97 -2.24 5.30
H 3.19 -3.30 3.19
*
```

Properties
LUMO energy (spin up / spin down) = -0.0160 / -0.0151 hartree
molar mass = 752.48 g/mol
Kohn-Sham gap (spin up / spin down) = 0.2568 / 0.2579 Ha
E_HOMO (spin up / spin down) = -7.424 / -7.428 eV
calculated total energy = -163017.0821 eV

Mulliken atomic charge list, values in e, 4 entries:
1 Er 0.591
2 Cl -0.225
3 C 0.075
4 C -0.886